(1)
Here is a 10-piece molecular cluster, C14H44F3N10O16S overall from the OMol25 dataset. Energies are from ωB97M-V/def2-TZVPD.

Properties
- multiplicity = 1
- calculated total energy (eV) = -81881.521
- max |F| (eV Å⁻¹) = 9.6
- Kohn-Sham gap (eV) = 9.53
- charge = -1
- LUMO energy (eV) = 2.096

```
88
Properties=species:S:1:pos:R:3:forces:R:3:lowdin_charge:R:1
C -2.76743 7.26790 3.49926 -3.305 0.438 -0.018 -0.59
F -1.84946 6.84096 4.36406 -0.223 -0.249 -1.101 0.15
F -2.59141 8.53705 3.20925 0.888 0.479 -0.065 0.14
F -2.84817 6.61273 2.29926 0.897 -0.164 1.484 0.10
S -4.56793 7.25019 4.30676 -0.314 -0.938 2.043 0.63
O -4.38497 7.93790 5.62893 0.118 -0.858 -2.197 -0.34
O -5.50934 7.84831 3.38361 1.301 -0.439 0.224 -0.28
O -4.89319 5.82972 4.54996 0.999 0.906 -0.334 -0.37
C 0.31158 9.56282 2.35149 -1.136 0.526 -0.699 -0.21
C 0.03405 9.30344 0.82333 0.581 -0.334 0.427 -0.21
O 1.30973 8.92150 0.28722 -0.502 0.561 0.334 -0.08
O 1.51639 10.31330 2.54119 0.560 -0.474 -0.642 -0.08
H 0.38140 8.54733 2.74135 0.082 0.143 0.644 0.12
H -0.38043 10.22698 2.86929 -1.084 -0.919 -0.271 0.12
H -0.41977 10.12455 0.26842 0.197 0.341 0.140 0.11
H -0.56902 8.41143 0.65379 -0.548 0.227 0.647 0.08
H 1.81666 9.25649 1.03046 1.563 -0.045 -0.483 0.04
H 1.60233 10.41345 3.49207 0.253 0.011 0.018 0.10
C -2.90426 12.05841 7.12899 1.509 -1.483 -1.309 -0.27
C -2.65577 10.53317 6.88867 -1.188 1.318 -1.181 -0.20
O -3.08982 10.28711 5.53028 0.700 0.095 1.005 -0.10
O -4.21711 12.36182 7.42739 -0.360 0.181 1.431 -0.05
H -2.70192 12.56215 6.18379 0.630 -0.184 -0.271 0.11
H -2.09612 12.36050 7.79515 -0.643 0.638 0.876 0.11
H -3.30977 9.95248 7.53920 0.076 0.066 0.412 0.11
H -1.62049 10.22003 7.02370 0.222 0.212 0.074 0.10
H -3.54890 9.45106 5.63926 -0.463 -0.361 -0.761 -0.01
H -4.64478 12.64875 6.61722 -0.432 -0.266 -0.245 0.04
C -8.62381 7.43464 2.20546 0.778 -0.357 1.993 -0.23
C -8.60759 6.44194 1.09746 0.326 -0.738 0.412 -0.22
O -7.27028 5.82208 0.99615 -2.011 0.502 -0.619 -0.06
O -8.50745 6.76306 3.49853 -0.510 0.277 -1.450 -0.08
H -9.47915 8.10969 2.23394 -0.288 -0.139 -0.364 0.12
H -7.72677 8.04733 2.11580 0.033 0.360 -0.256 0.09
H -9.05850 6.92499 0.23060 0.981 0.214 -0.784 0.11
H -9.34847 5.66005 1.26432 0.439 -0.437 0.441 0.12
H -6.62862 6.53407 1.05048 0.044 0.176 0.146 0.06
H -8.29274 7.47014 4.11135 0.252 0.123 0.635 0.02
C -6.33734 10.82491 3.86142 0.328 -0.795 0.091 -0.21
C -5.79022 12.25939 3.84145 1.124 1.369 -1.808 -0.21
O -5.67653 13.04850 5.03995 -1.021 -0.661 0.583 -0.08
O -5.98118 10.24006 2.61685 0.546 1.542 -1.138 -0.10
H -7.41509 10.66232 3.87290 -0.282 1.042 0.691 0.12
H -5.94253 10.28564 4.72247 0.253 -0.105 0.022 0.11
H -6.20133 12.82125 3.00276 -1.854 0.354 0.391 0.11
H -4.82676 12.40783 3.35378 0.990 -1.839 0.432 0.11
H -5.06734 13.77576 4.89301 -0.071 -0.065 -0.383 0.09
H -5.88574 9.28517 2.59090 0.033 0.065 0.983 0.01
C 0.54352 7.49624 8.34665 3.273 -0.805 -4.473 -0.78
O 1.70088 7.76973 8.01793 0.117 1.090 1.601 0.01
N 0.00105 7.11541 9.42154 -0.829 -1.277 7.674 0.18
N -0.32905 7.21641 7.41000 -2.036 0.815 -4.704 0.14
H 0.57379 6.77588 10.18100 -0.159 0.298 0.066 0.13
H -0.97142 6.84311 9.43749 0.511 -0.213 0.326 0.08
H -0.24179 7.79400 6.58607 -0.244 -0.567 -0.267 0.11
H -1.17387 6.69104 7.58424 0.235 0.498 -0.420 0.07
C -5.32883 2.25370 4.72262 -5.004 -1.035 1.010 -0.83
O -5.84022 1.17071 4.68196 -1.319 -3.054 1.580 0.04
N -4.49935 2.58166 3.85837 7.556 1.875 -5.650 0.17
N -5.77526 3.35857 5.29260 -1.425 2.286 3.299 0.16
H -4.02012 3.46045 3.99318 0.251 -0.204 -0.659 0.11
H -4.10977 1.89682 3.22645 -0.024 0.152 0.372 0.13
H -6.65820 3.42613 5.77835 0.295 -0.481 -0.183 0.11
H -5.39960 4.22108 4.92510 -0.569 -0.021 0.262 0.02
C -1.75928 5.64274 -1.55937 1.019 -2.582 -0.519 -0.84
O -0.97325 5.23113 -2.34534 2.293 -1.458 -2.744 0.07
N -2.73174 4.93924 -1.04747 -4.314 -2.825 1.750 0.16
N -1.64694 6.77273 -0.97390 0.144 5.367 1.946 0.17
H -2.81413 3.93263 -1.05494 0.434 0.340 -0.696 0.12
H -3.32644 5.34014 -0.33634 0.244 -0.068 -0.054 0.10
H -0.90228 7.36688 -1.30940 -0.460 0.270 -0.002 0.12
H -2.54417 7.12735 -0.67504 0.631 0.918 0.292 0.12
C -7.95667 7.22372 6.67191 0.850 2.027 -0.660 -0.66
O -7.74278 8.22177 5.92434 -1.054 -2.072 1.665 0.00
N -8.69026 7.17780 7.80151 -1.840 2.603 1.411 0.14
N -7.41329 6.03905 6.54665 1.891 -2.498 -1.725 0.18
H -8.87383 8.08981 8.19474 -0.318 -0.277 0.113 0.11
H -8.78504 6.37993 8.41349 0.238 0.295 -0.401 0.10
H -7.45224 5.39090 7.32027 0.271 0.144 -0.474 0.11
H -6.72578 5.90374 5.81925 -0.047 -0.151 -0.038 0.07
C -3.29751 5.68555 8.54531 0.940 0.513 -3.204 -0.71
O -2.85278 5.22671 9.56516 -0.070 -0.422 1.567 0.05
N -3.04057 6.92301 8.06945 0.324 1.667 1.920 0.12
N -3.81555 5.01957 7.49577 -1.198 -2.974 0.014 0.17
H -2.53029 7.50107 8.72180 -0.681 0.665 -0.543 0.10
H -3.31911 7.19909 7.13870 -0.081 0.522 0.197 0.07
H -3.78128 4.01132 7.54431 -0.339 0.164 -0.063 0.11
H -4.10629 5.41966 6.61515 0.028 0.156 0.210 0.06
```
Positions in Å, forces in eV/Å.

(2)
Here is C10H16N5O2STeY as an isolated structure from the OMol25 dataset. Energies are from ωB97M-V/def2-TZVPD.

Properties
- multiplicity = 1
- calculated total energy (eV) = -41343.620
- max |F| (eV Å⁻¹) = 0.8
- Kohn-Sham gap (eV) = 6.77
- charge = 0
- LUMO energy (eV) = -0.522

```
36
Properties=species:S:1:pos:R:3:forces:R:3:nbo_charge:R:1
Y -1.35470 -1.59636 0.82189 0.418 -0.654 0.187 1.92
N -2.48689 -2.23979 -1.49827 0.083 -0.065 -0.134 -1.09
N -3.14474 -4.57046 -2.71605 -0.019 -0.046 0.025 -1.15
C -1.87223 -4.46253 -0.42219 -0.047 0.128 -0.148 0.31
N -2.78634 -5.36742 -0.12023 -0.017 0.022 0.071 -0.77
N -1.01775 -3.82572 0.27419 0.028 0.022 0.015 -0.52
N -1.28122 -3.80082 1.72825 0.127 -0.207 0.061 0.17
O -2.57424 -3.15214 1.77757 0.142 0.428 -0.045 -0.82
O -0.29939 -2.86775 2.16308 -0.406 0.292 -0.167 -0.75
H -3.50663 -2.29993 -1.51296 -0.013 -0.036 0.013 0.40
H -2.20283 -1.52284 -2.16735 -0.027 -0.037 -0.039 0.42
H -3.04054 -4.63380 -3.72374 0.035 0.003 -0.007 0.38
H -3.46105 -5.59051 -0.84330 0.023 -0.033 -0.016 0.44
H -2.99840 -5.50637 0.85691 -0.019 0.011 -0.004 0.44
S -1.92506 -3.81357 -2.12056 -0.117 0.115 0.059 1.21
C 2.74558 4.96026 1.74721 0.019 0.024 0.001 -0.64
C 2.17071 3.76970 1.03109 -0.043 -0.066 0.005 0.07
C 2.35054 3.58307 -0.33126 -0.004 -0.008 0.037 -0.24
C 1.82861 2.48352 -1.00714 0.016 -0.028 -0.070 -0.03
C 2.07107 2.35200 -2.48493 -0.010 0.014 -0.003 -0.64
C 1.09265 1.52722 -0.29717 -0.030 -0.024 0.107 -0.20
Te 0.33414 -0.17129 -1.31244 -0.171 0.062 0.023 -0.34
C 0.89636 1.70702 1.07819 -0.032 -0.021 0.027 -0.06
C 0.09743 0.73390 1.90314 0.048 0.030 -0.019 -0.62
C 1.43414 2.81489 1.72056 0.028 0.065 0.000 -0.24
H 3.33137 5.58078 1.06990 -0.003 -0.001 0.003 0.21
H 3.39605 4.64928 2.56647 -0.001 0.002 -0.002 0.22
H 1.95659 5.58206 2.17446 0.000 -0.002 -0.001 0.22
H 2.92172 4.31479 -0.89287 -0.002 -0.002 -0.004 0.20
H 2.66449 3.18695 -2.85605 -0.003 0.002 0.007 0.21
H 1.12665 2.32455 -3.03231 0.010 -0.001 -0.007 0.23
H 2.59486 1.42314 -2.71758 0.004 -0.002 0.008 0.23
H 0.52399 -0.27804 1.83496 0.012 0.005 0.008 0.22
H -0.95521 0.76259 1.56374 -0.011 0.023 0.012 0.17
H 0.09305 1.00717 2.95702 -0.015 -0.010 -0.003 0.24
H 1.27721 2.93645 2.78778 -0.005 -0.008 -0.002 0.20
```
Positions in Å, forces in eV/Å.

(3)
Here is a 2-piece molecular cluster, C2H6SSi overall from the OMol25 dataset. Energies are from ωB97M-V/def2-TZVPD.

Properties
- multiplicity = 1
- calculated total energy (eV) = -20879.577
- max |F| (eV Å⁻¹) = 3.9
- Kohn-Sham gap (spin up / spin down) (eV) = 7.14 / 5.82
- charge = 0
- energy relative to the best compared isomer or geometry (same formula, charge and spin) (kcal/mol) = 116.9
- LUMO energy (spin up / spin down) (eV) = -1.168 / -1.819

```
10
Properties=species:S:1:pos:R:3:forces:R:3:nbo_charge:R:1
C 1.74517 -0.25382 -1.17007 2.847 2.664 0.009 -0.40
C 1.90714 -0.14186 0.12999 -2.758 -2.346 1.453 -0.31
Si -2.54912 0.24107 0.70018 1.888 -0.557 -0.995 0.67
S 0.63269 -0.85400 1.26844 0.245 0.890 -0.683 -0.16
H 2.52085 0.30976 -1.69151 0.206 -0.526 -0.445 0.19
H 0.92255 -0.41232 -1.75733 -2.208 -1.038 -0.780 0.20
H 2.83818 0.12233 0.57102 0.420 0.513 0.383 0.21
H -3.17797 0.20924 2.00619 -0.188 0.070 0.217 -0.15
H -1.66737 1.41178 0.33703 -0.872 -0.441 0.064 -0.12
H -3.17212 -0.63217 -0.39394 0.419 0.770 0.775 -0.13
```
Positions in Å, forces in eV/Å.

(4)
Here is a 2-piece molecular cluster, C4H13NS overall from the OMol25 dataset. Energies are from ωB97M-V/def2-TZVPD.

Properties
- multiplicity = 1
- calculated total energy (eV) = -16682.161
- max |F| (eV Å⁻¹) = 3.5
- Kohn-Sham gap (eV) = 9.52
- charge = 0
- energy relative to the best compared isomer or geometry (same formula, charge and spin) (kcal/mol) = 44.5
- LUMO energy (eV) = 0.965

```
19
Properties=species:S:1:pos:R:3:forces:R:3:nbo_charge:R:1
C -0.28624 -0.99183 1.96181 0.458 -0.792 0.060 -0.64
C -0.70381 -2.48782 1.42716 0.762 3.297 -0.756 -0.21
N 0.56768 -3.05638 0.86865 -2.359 -1.141 1.252 -0.89
H 0.24277 -1.15820 2.99052 -1.009 0.597 -1.765 0.20
H -1.13986 -0.24428 2.04161 1.072 -0.935 0.040 0.20
H 0.51557 -0.61783 1.22323 -1.425 -0.374 1.199 0.21
H -1.81502 -2.42635 0.94746 3.198 -0.555 -0.047 0.20
H -0.82631 -3.08236 2.25039 -0.831 -1.310 2.315 0.18
H 0.80573 -2.71479 -0.01868 1.052 0.442 -0.774 0.37
H 1.26038 -3.33264 1.59753 -0.928 0.744 -1.496 0.38
C 0.30202 2.18768 0.22699 -0.247 -0.028 0.085 -0.75
S 0.47174 1.09516 -1.22232 0.427 0.350 0.585 0.19
C -0.70675 1.97288 -2.21342 -1.620 -0.987 -1.527 -0.78
H 0.90201 3.12742 0.07021 -1.275 -0.619 0.040 0.22
H -0.81527 2.22369 0.38022 1.291 0.817 -0.005 0.22
H 0.71381 1.73992 1.12965 0.069 -0.325 -0.143 0.23
H -0.60765 3.05850 -2.26741 0.035 -0.175 0.326 0.22
H -1.76113 1.62609 -2.04730 0.732 0.776 0.676 0.22
H -0.62790 1.58753 -3.23613 0.596 0.221 -0.064 0.23
```
Positions in Å, forces in eV/Å.